(1)
C27H32AgF6N2O5S2Si as an isolated structure. Source: the OMol25 dataset; level of theory: wB97M-V/def2-TZVPD.

Charge   -1
LUMO level   2.407 eV
Kohn-Sham gap   7.07 eV

Each line ends with the Mulliken charge.
Cartesian coordinates (Å):
Ag1 0.540 -1.720 -0.953  0.60
F1 1.909 -6.358 -2.621  -0.22
C1 2.598 -5.225 -2.745  0.39
F2 3.810 -5.392 -2.227  -0.21
F3 2.712 -4.925 -4.038  -0.22
S1 1.767 -3.880 -1.828  1.25
O1 2.610 -2.732 -2.086  -0.62
O2 1.645 -4.395 -0.493  -0.53
N1 0.422 -3.843 -2.713  -0.36
S2 -1.038 -3.656 -2.154  0.81
O3 -1.710 -2.508 -2.705  -0.67
O4 -1.279 -3.961 -0.756  -0.68
C2 -1.830 -5.071 -2.974  0.48
F4 -1.270 -6.211 -2.573  -0.22
F5 -1.739 -4.978 -4.295  -0.22
F6 -3.119 -5.074 -2.627  -0.23
C3 -3.396 -1.054 -0.576  -0.89
N2 -2.502 -1.558 0.500  1.34
C4 -3.219 -2.418 1.470  -0.98
C5 -1.764 -0.412 1.145  0.00
C6 -0.632 -0.922 1.987  1.39
C7 -0.675 -0.791 3.376  -0.21
C8 0.409 -1.202 4.140  -0.89
C9 1.517 -1.744 3.489  -0.66
C10 1.517 -1.886 2.105  0.07
C11 0.441 -1.488 1.304  -1.02
H1 -3.941 -1.887 -1.016  0.35
H2 -2.783 -0.580 -1.338  0.17
H3 -4.083 -0.330 -0.139  0.36
H4 -1.770 -2.140 0.068  -0.26
H5 -4.018 -1.835 1.927  0.38
H6 -2.517 -2.744 2.231  0.34
H7 -3.627 -3.278 0.944  0.30
H8 -2.489 0.191 1.698  0.41
H9 -1.355 0.157 0.309  -1.16
H10 -1.539 -0.331 3.853  0.38
H11 0.399 -1.091 5.218  0.38
H12 2.384 -2.055 4.065  0.38
H13 2.397 -2.325 1.637  0.40
C12 -0.487 3.427 -2.810  -1.79
C13 0.699 3.377 -1.830  1.90
C14 0.833 4.740 -1.142  -1.69
C15 1.976 3.089 -2.635  -1.91
Si1 0.446 1.942 -0.587  -0.12
O5 0.039 0.584 -1.289  -0.99
C16 -0.939 2.497 0.626  0.72
C17 -2.250 2.617 0.129  -0.08
C18 -3.332 2.896 0.956  -0.87
C19 -3.135 3.063 2.326  -0.60
C20 -1.855 2.935 2.849  -0.72
C21 -0.777 2.649 2.009  0.00
C22 2.084 1.860 0.383  0.70
C23 2.549 2.834 1.279  -0.22
C24 3.781 2.713 1.917  -0.86
C25 4.589 1.607 1.669  -0.47
C26 4.158 0.630 0.779  -0.58
C27 2.924 0.761 0.150  -0.48
H14 -0.280 4.142 -3.621  0.51
H15 -1.406 3.755 -2.313  0.29
H16 -0.673 2.442 -3.255  0.26
H17 0.902 5.538 -1.897  0.51
H18 1.737 4.792 -0.525  0.29
H19 -0.029 4.958 -0.500  0.27
H20 2.145 3.881 -3.381  0.50
H21 1.899 2.131 -3.167  0.31
H22 2.859 3.039 -1.988  0.36
H23 -2.427 2.462 -0.933  0.40
H24 -4.329 2.981 0.538  0.41
H25 -3.974 3.285 2.977  0.35
H26 -1.692 3.050 3.918  0.41
H27 0.207 2.513 2.452  0.32
H28 1.940 3.709 1.491  0.37
H29 4.110 3.482 2.607  0.38
H30 5.547 1.508 2.168  0.36
H31 4.780 -0.239 0.578  0.41
H32 2.600 -0.005 -0.539  0.42

***

(2)
A 5-piece molecular cluster, C27H32BBrF32O7Si overall. Source: the OMol25 dataset; level of theory: wB97M-V/def2-TZVPD.

Charge   0
LUMO level   -0.180 eV
Kohn-Sham gap   9.21 eV
SMILES string   FC(F)C(F)(F)COC(F)(F)C(F)F.FC(F)C(F)(F)COC(F)(F)C(F)F.FC(F)C(F)(F)COC(F)(F)C(F)F.FC(F)C(F)(F)COC(F)(F)C(F)F.CCB(O)[Si@@H](Br)CCCCOC=O

Each line ends with the Mulliken charge.
Cartesian coordinates (Å):
F1 -5.722 -1.481 -2.708  -0.24
C1 -4.525 -2.026 -3.005  0.20
F2 -4.163 -1.574 -4.234  -0.28
C2 -4.598 -3.553 -3.030  0.85
F3 -5.416 -3.980 -4.012  -0.31
F4 -3.345 -4.000 -3.345  -0.21
C3 -4.993 -4.234 -1.708  -0.79
O1 -6.350 -4.614 -1.569  -0.42
C4 -7.261 -3.681 -1.127  0.79
F5 -6.642 -2.568 -0.694  -0.28
F6 -7.889 -4.220 -0.062  -0.31
C5 -8.312 -3.371 -2.192  0.20
F7 -7.732 -2.901 -3.313  -0.21
F8 -9.157 -2.421 -1.732  -0.26
H1 -3.783 -1.683 -2.278  0.24
H2 -4.450 -5.177 -1.688  0.42
H3 -4.636 -3.679 -0.841  0.36
H4 -8.882 -4.270 -2.440  0.25
F9 2.041 7.403 1.043  -0.21
C6 2.733 8.206 0.208  0.08
F10 3.263 7.424 -0.763  -0.25
C7 3.855 8.941 0.939  0.92
F11 4.770 8.064 1.403  -0.26
F12 4.489 9.715 0.015  -0.33
C8 3.425 9.877 2.081  -0.76
O2 3.504 9.355 3.396  -0.40
C9 2.454 8.609 3.877  0.78
F13 1.396 8.670 3.048  -0.27
F14 2.072 9.174 5.043  -0.30
C10 2.871 7.168 4.164  0.22
F15 3.338 6.571 3.055  -0.22
F16 1.796 6.460 4.593  -0.25
H5 2.039 8.911 -0.259  0.27
H6 4.142 10.696 2.075  0.40
H7 2.458 10.340 1.887  0.35
H8 3.650 7.136 4.929  0.23
F17 -0.032 3.144 6.753  -0.23
C11 1.000 3.597 6.008  0.23
F18 0.692 3.364 4.710  -0.27
C12 2.305 2.887 6.361  0.91
F19 2.223 1.572 6.065  -0.28
F20 3.272 3.410 5.555  -0.30
C13 2.799 3.050 7.808  -0.84
O3 2.496 2.000 8.709  -0.41
C14 1.272 1.998 9.339  0.79
F21 0.618 3.155 9.129  -0.28
F22 1.513 1.919 10.664  -0.30
C15 0.433 0.786 8.936  0.19
F23 0.226 0.770 7.606  -0.21
F24 -0.774 0.849 9.543  -0.26
H9 1.091 4.677 6.148  0.20
H10 3.886 3.044 7.750  0.46
H11 2.537 4.024 8.221  0.34
H12 0.934 -0.140 9.226  0.25
F25 -2.628 -8.028 -4.122  -0.25
C16 -2.033 -6.836 -4.343  0.74
F26 -2.035 -6.630 -5.683  -0.29
C17 -0.598 -6.813 -3.818  0.89
F27 0.165 -7.701 -4.488  -0.29
F28 -0.092 -5.574 -4.098  -0.30
C18 -0.425 -7.031 -2.305  -0.75
O4 -0.093 -8.342 -1.885  -0.45
C19 -1.105 -9.256 -1.698  0.80
F29 -2.311 -8.662 -1.763  -0.27
F30 -0.971 -9.739 -0.446  -0.31
C20 -0.993 -10.428 -2.672  0.17
F31 -1.041 -9.996 -3.947  -0.21
F32 -2.031 -11.275 -2.482  -0.26
H13 -2.627 -6.049 -3.877  -0.30
H14 0.438 -6.433 -2.019  0.40
H15 -1.258 -6.622 -1.736  0.42
H16 -0.056 -10.966 -2.517  0.25
C21 4.039 -0.528 -4.137  -0.98
C22 4.428 0.846 -3.538  -0.38
B1 3.655 1.161 -2.203  0.17
O5 4.076 0.482 -1.064  -0.54
Si1 2.159 2.461 -1.964  0.18
Br1 2.866 4.565 -1.520  -0.10
C23 0.940 2.544 -3.402  -1.03
C24 0.469 1.181 -3.901  -0.25
C25 -0.539 0.482 -2.976  -0.67
C26 -0.107 -0.955 -2.799  -0.45
O6 -1.083 -1.658 -1.996  -0.32
C27 -0.776 -2.939 -1.902  0.12
O7 -1.180 -3.622 -1.092  -0.47
H17 3.273 -0.401 -4.884  0.27
H18 4.865 -1.021 -4.625  0.33
H19 3.709 -1.185 -3.341  0.23
H20 5.477 0.769 -3.262  0.33
H21 4.386 1.637 -4.274  0.32
H22 3.662 -0.380 -0.994  0.32
H23 1.404 2.034 -0.761  -0.16
H24 1.456 3.041 -4.215  0.45
H25 0.111 3.169 -3.104  0.46
H26 1.289 0.514 -4.141  -0.07
H27 -0.038 1.354 -4.840  0.42
H28 -1.496 0.424 -3.474  0.23
H29 -0.695 0.981 -2.031  0.42
H30 -0.109 -1.411 -3.779  0.41
H31 0.870 -0.979 -2.331  0.38
H32 -0.096 -3.351 -2.651  0.41

***

(3)
C27H32BCl6F4N6O2Tl as an isolated structure. Source: the OMol25 dataset; level of theory: wB97M-V/def2-TZVPD.

Charge   0
Energy relative to the best compared isomer or geometry (same formula, charge and spin)   0.8467 eV
LUMO level   -3.047 eV
Kohn-Sham gap   3.50 eV

Each line ends with the Mulliken charge.
Cartesian coordinates (Å):
Tl1 0.941 1.507 0.629  1.09
Cl1 -1.820 8.077 -1.661  -0.15
C1 -1.338 6.784 -0.657  0.47
C2 -1.028 7.063 0.742  0.55
Cl2 -1.153 8.667 1.306  -0.14
C3 -0.639 6.074 1.583  0.07
Cl3 -0.247 6.394 3.222  -0.18
C4 -0.539 4.696 1.142  -0.01
O1 -0.218 3.796 1.887  -0.41
C5 -0.864 4.401 -0.317  0.07
O2 -0.820 3.267 -0.726  -0.11
C6 -1.238 5.529 -1.158  -0.02
Cl4 -1.558 5.194 -2.802  -0.13
C7 -3.529 -0.560 2.633  -1.18
N1 -2.854 0.081 1.522  0.26
C8 -2.467 1.451 1.756  -0.77
C9 -2.376 -0.607 0.446  -0.28
N2 -1.260 -0.298 -0.127  0.92
C10 -1.081 -0.338 -1.499  -0.19
C11 -2.129 0.152 -2.276  -0.57
C12 -2.029 0.301 -3.659  -1.27
C13 -0.867 -0.031 -4.295  -0.97
C14 0.225 -0.554 -3.568  1.71
C15 1.391 -0.917 -4.271  -0.91
C16 2.452 -1.472 -3.615  -1.08
C17 2.376 -1.705 -2.247  -0.48
C18 1.255 -1.366 -1.494  0.00
N3 1.294 -1.597 -0.137  0.55
C19 1.804 -2.660 0.397  -0.17
N4 1.616 -3.934 -0.103  0.36
C20 0.699 -4.204 -1.189  -0.93
C21 2.633 -4.960 0.053  -1.28
N5 2.490 -2.602 1.576  0.30
C22 3.336 -1.471 1.896  -0.59
C23 2.260 -3.521 2.670  -1.17
C24 0.139 -0.737 -2.149  0.10
N6 -3.132 -1.710 0.082  0.35
C25 -4.572 -1.591 -0.065  -1.23
C26 -2.524 -2.752 -0.713  -0.73
H1 -2.939 -0.417 3.545  0.32
H2 -3.634 -1.624 2.447  0.38
H3 -4.518 -0.122 2.797  0.34
H4 -3.343 2.021 2.083  0.43
H5 -2.090 1.879 0.833  -0.08
H6 -1.700 1.531 2.527  0.16
H7 -3.031 0.468 -1.763  0.50
H8 -2.870 0.691 -4.218  0.38
H9 -0.767 0.101 -5.365  0.43
H10 1.427 -0.736 -5.338  0.41
H11 3.356 -1.729 -4.153  0.37
H12 3.228 -2.111 -1.715  0.49
H13 -0.059 -3.432 -1.248  0.08
H14 0.216 -5.168 -1.009  0.39
H15 1.219 -4.245 -2.151  0.35
H16 3.449 -4.604 0.673  0.43
H17 3.042 -5.222 -0.929  0.35
H18 2.210 -5.866 0.497  0.33
H19 3.436 -0.824 1.029  -0.01
H20 4.333 -1.834 2.164  0.34
H21 2.940 -0.901 2.737  0.21
H22 3.176 -4.047 2.956  0.33
H23 1.501 -4.253 2.405  0.36
H24 1.912 -2.955 3.541  0.33
H25 -4.918 -0.657 0.370  0.41
H26 -5.085 -2.420 0.431  0.31
H27 -4.846 -1.601 -1.126  0.36
H28 -1.471 -2.820 -0.453  -0.03
H29 -2.614 -2.574 -1.790  0.30
H30 -3.008 -3.701 -0.471  0.46
Cl5 0.577 1.334 4.365  -0.13
C27 1.572 2.796 4.371  -0.07
Cl6 2.803 2.786 3.084  -0.11
H31 2.076 2.844 5.328  0.41
H32 0.915 3.639 4.200  -0.07
F1 2.791 2.945 -0.788  -0.36
B1 3.806 1.993 -1.123  0.11
F2 5.059 2.518 -0.863  -0.35
F3 3.652 1.598 -2.442  -0.39
F4 3.571 0.870 -0.253  -0.33